Entry 1:
{
  "formula": "C5H2S",
  "method": "ωB97M-V/def2-TZVPD",
  "elements": ["C", "C", "C", "S", "C", "C", "H", "H"],
  "positions_angstrom": [[1.915, 1.119, 0.697], [1.186, 0.207, 0.478], [0.256, -0.726, 0.037], [0.651, -2.220, -0.253], [-1.105, -0.403, -0.211], [-2.243, -0.277, -0.813], [2.560, 2.049, 1.003], [-3.220, 0.250, -0.939]],
  "forces_ev_per_a": [[2.6, 3.7, 1.5], [-0.4, 0.6, -0.1], [-1.3, 0.1, 0.1], [1.1, -2.8, -0.5], [-6.1, 1.4, -3.6], [4.4, 0.7, 3.6], [-1.7, -2.7, -0.9], [1.3, -1.1, -0.1]],
  "e_tot_ev": -16046.8684,
  "largest_force_ev_per_a": 7.20,
  "smiles": "C#CC(=S)C#C",
  "orbital_gap_ev": 7.56,
  "lumo_ev": -1.384,
  "e_homo_ev": -8.9,
  "de_lowest_kcal_mol": 29.0
}


Entry 2:
{
  "formula": "C5H12O2",
  "method": "ωB97M-V/def2-TZVPD",
  "elements": ["C", "C", "O", "H", "H", "H", "H", "C", "C", "C", "O", "H", "H", "H", "H", "H", "H", "H", "H"],
  "positions_angstrom": [[-2.489, -0.734, 0.593], [-1.056, -0.540, 1.009], [-0.704, 0.361, 1.775], [-2.554, -1.314, -0.328], [-3.006, -1.293, 1.374], [-2.978, 0.229, 0.454], [-0.447, -1.461, 0.928], [2.205, 0.154, 0.240], [1.398, -0.167, -1.006], [-0.053, 0.665, -0.929], [-0.039, 1.865, -0.267], [1.645, -0.058, 1.150], [2.478, 1.209, 0.252], [3.112, -0.450, 0.247], [1.097, -1.212, -1.047], [2.009, 0.035, -1.892], [0.454, 0.883, -1.928], [-0.960, 0.198, -1.322], [-0.110, 1.629, 0.698]],
  "forces_ev_per_a": [[0.2, 0.4, -0.6], [-0.5, -0.2, 2.6], [-0.4, -1.0, -1.1], [0.0, 0.0, 0.0], [0.1, 0.0, 0.1], [-0.1, 0.0, 0.1], [0.4, 0.4, -0.5], [0.2, -0.3, -0.1], [-1.2, -0.6, 2.3], [4.0, 0.0, -4.7], [-0.4, -0.3, 1.6], [0.0, 0.0, 0.0], [0.0, 0.0, 0.0], [0.2, 0.1, 0.1], [0.3, -0.2, 0.0], [-0.3, 0.2, 0.0], [-2.3, 1.2, 0.1], [-0.1, -0.1, 0.9], [0.0, 0.6, -0.9]],
  "e_tot_ev": -9471.6567,
  "largest_force_ev_per_a": 6.16,
  "smiles": "CC=O.CCCO",
  "orbital_gap_ev": 10.06,
  "lumo_ev": 0.804,
  "e_homo_ev": -9.3,
  "de_lowest_kcal_mol": 80.2
}


Entry 3:
{
  "formula": "C27H25BeBrS2Sb",
  "method": "ωB97M-V/def2-TZVPD",
  "elements": ["Be", "S", "C", "C", "C", "C", "C", "C", "S", "H", "H", "H", "H", "C", "C", "C", "C", "C", "C", "C", "Sb", "C", "C", "C", "C", "C", "C", "C", "C", "C", "C", "C", "C", "C", "C", "H", "H", "H", "H", "H", "H", "H", "H", "H", "H", "H", "H", "H", "H", "H", "H", "H", "H", "H", "H", "H", "Br"],
  "positions_angstrom": [[-3.207, 0.372, -2.024], [-3.433, 2.019, -3.132], [-2.426, 1.461, -4.456], [-2.263, 2.270, -5.583], [-1.516, 1.846, -6.668], [-0.911, 0.594, -6.642], [-1.050, -0.213, -5.527], [-1.800, 0.205, -4.423], [-1.963, -0.848, -3.030], [-2.744, 3.241, -5.591], [-1.412, 2.486, -7.537], [-0.336, 0.242, -7.492], [-0.593, -1.195, -5.489], [-0.243, -3.927, 0.461], [0.632, -3.442, 1.590], [1.312, -4.364, 2.383], [2.111, -3.953, 3.440], [2.246, -2.601, 3.714], [1.580, -1.675, 2.925], [0.770, -2.077, 1.869], [-0.277, -0.599, 0.649], [1.550, 0.565, 0.434], [1.931, 1.495, 1.396], [3.063, 2.282, 1.227], [3.821, 2.148, 0.076], [3.457, 1.213, -0.882], [2.331, 0.410, -0.718], [1.980, -0.614, -1.764], [-1.075, 0.510, 2.324], [-1.302, -0.165, 3.521], [-1.943, 0.455, 4.585], [-2.381, 1.761, 4.448], [-2.192, 2.428, 3.247], [-1.552, 1.818, 2.171], [-1.426, 2.557, 0.867], [-0.204, -5.013, 0.373], [0.066, -3.493, -0.492], [-1.282, -3.632, 0.623], [1.213, -5.424, 2.170], [2.625, -4.689, 4.047], [2.868, -2.269, 4.537], [1.692, -0.618, 3.140], [1.330, 1.616, 2.292], [3.341, 3.004, 1.987], [4.695, 2.769, -0.078], [4.055, 1.109, -1.780], [2.759, -0.677, -2.524], [1.037, -0.367, -2.257], [1.861, -1.602, -1.311], [-0.969, -1.191, 3.628], [-2.108, -0.086, 5.509], [-2.894, 2.254, 5.265], [-2.572, 3.437, 3.132], [-1.987, 3.491, 0.894], [-1.821, 1.956, 0.042], [-0.386, 2.789, 0.635], [-4.054, -0.071, -0.201]],
  "forces_ev_per_a": [[0.2, -0.1, -0.4], [0.0, -0.1, 0.3], [0.0, 0.1, -0.2], [0.0, -0.1, 0.0], [0.0, 0.1, 0.0], [0.1, -0.1, 0.0], [-0.1, 0.1, 0.1], [0.1, -0.1, -0.1], [-0.2, 0.1, 0.3], [0.0, 0.0, 0.0], [0.0, 0.0, 0.0], [0.0, 0.0, 0.0], [0.0, 0.0, 0.0], [0.0, 0.0, 0.1], [0.0, 0.0, 0.0], [0.0, 0.0, 0.0], [0.0, 0.0, 0.0], [0.0, 0.0, 0.0], [0.1, 0.0, 0.0], [-0.2, 0.1, -0.1], [0.3, 0.1, 0.1], [-0.3, 0.0, 0.0], [0.0, 0.0, 0.0], [0.0, 0.0, 0.0], [0.0, 0.0, 0.0], [0.0, 0.0, 0.0], [0.1, 0.0, 0.0], [-0.1, 0.1, 0.0], [0.0, -0.3, -0.1], [0.1, 0.1, 0.0], [0.0, 0.0, 0.1], [0.0, 0.0, 0.0], [0.0, 0.0, 0.0], [0.0, 0.1, -0.1], [0.0, -0.1, 0.0], [0.0, 0.0, 0.0], [0.0, 0.0, 0.0], [0.0, 0.0, -0.1], [0.0, 0.0, 0.0], [0.0, 0.0, 0.0], [0.0, 0.0, 0.0], [0.0, 0.0, 0.0], [0.0, 0.0, 0.0], [0.0, 0.0, 0.0], [0.0, 0.0, 0.0], [0.0, 0.0, 0.0], [0.0, 0.0, 0.0], [0.0, 0.0, 0.0], [0.0, 0.0, 0.0], [0.0, 0.0, 0.0], [0.0, 0.0, 0.0], [0.0, 0.0, 0.0], [0.0, 0.0, 0.0], [0.0, 0.0, 0.0], [0.0, 0.1, 0.0], [0.1, 0.0, 0.0], [-0.1, 0.0, 0.3]],
  "e_tot_ev": -127063.3456,
  "largest_force_ev_per_a": 0.48,
  "orbital_gap_ev": 7.17,
  "charge": -1,
  "lumo_ev": 2.676,
  "e_homo_ev": -4.5,
  "de_lowest_kcal_mol": 0.0
}